[1]
Density functional theory data (ωB97M-V/def2-TZVPD) for a gas-phase ion, C6H10N3OS (charge +1) at a distorted geometry.

Output
Structure (SMILES)   C[C@@]1(S)N=C[C@H](C=O)C(=[NH2+])N1
Energy above the lowest of the compared OMol25 structures with the same formula, charge and spin   54.72 kcal/mol
Highest occupied orbital energy   -13.209 eV
Strongest force on any atom   4.94 eV Å⁻¹
Total charge   +1
Electronic energy   -23728.2210 eV
Gap between HOMO and LUMO   9.4 eV

Geometry as XYZ:
```
21
Properties=species:S:1:pos:R:3:forces:R:3:lowdin_charge:R:1
C -0.2884 -1.1043 -0.3522 0.51 1.26 0.51 -0.273
H -0.9853 -3.0651 -0.3530 -0.58 -0.50 1.40 0.135
H 1.3244 1.0642 3.0761 -1.09 -0.13 -0.25 0.084
H 1.9079 1.3743 1.5364 -1.31 -0.76 -0.32 0.108
C -0.1708 1.2694 -0.9176 0.49 2.19 -0.43 -0.154
N -0.5692 -0.6902 0.8740 -1.83 -1.21 1.64 0.093
H -1.3303 -1.1653 1.4241 1.08 -0.02 -1.17 0.175
O -0.1421 -1.3059 -3.3680 0.33 -0.03 0.90 0.089
H 1.5885 -0.2614 2.0889 0.85 -1.76 -0.15 0.049
C -0.2907 0.5504 1.5188 1.60 4.24 -1.97 -0.679
C 0.3681 -0.3615 -2.8096 -1.86 -1.75 0.85 -0.132
H -1.5419 2.2938 2.3126 -0.09 0.47 -0.16 -0.120
H 1.4221 0.1213 -0.9298 -0.35 -0.97 -0.32 0.187
N -0.6404 -2.2603 -0.8025 -0.60 -0.79 -3.59 0.250
C 0.3873 -0.1393 -1.2716 0.19 1.41 0.54 -0.109
H -0.1110 2.0281 -1.7481 -0.30 -0.90 0.49 0.146
C 1.1654 0.6903 2.0492 0.58 1.75 0.21 -0.078
S -1.5727 1.0467 2.7522 0.48 -0.99 -0.64 0.822
H 0.6463 0.4310 -3.4364 1.14 1.72 -0.54 0.122
N -0.3772 1.8023 0.2124 -0.21 -3.38 1.61 0.132
H -0.7901 -2.3185 -1.8559 0.94 0.15 1.38 0.154
```
Positions in Å, forces in eV/Å.

***

[2]
Density functional theory data (ωB97M-V/def2-TZVPD) for a molecular structure, C15H14LuN2O5 at a distorted geometry.

Output
Highest occupied orbital energy   -17.461 eV
Strongest force on any atom   10.88 eV Å⁻¹
Total charge   +3
Electronic energy   -62586.0746 eV
Gap between HOMO and LUMO   3.5 eV

Geometry as XYZ:
```
37
Properties=species:S:1:pos:R:3:forces:R:3:lowdin_charge:R:1
C -3.0904 -0.0912 -0.0017 -2.41 -2.44 0.96 -0.317
C -4.7060 1.7732 -0.2039 -0.51 0.59 0.09 -0.154
C -3.9956 2.4680 -1.1955 0.15 0.01 -0.40 -0.027
H -6.2364 1.9638 1.3443 0.42 0.34 -0.52 0.110
H -5.5013 5.5407 -0.9516 0.13 -0.55 0.08 0.135
N -4.3578 0.3865 0.0882 0.82 -0.67 0.19 0.124
H -6.9795 -1.5114 0.9479 -0.10 -0.35 -0.03 0.106
C 0.0298 -1.6457 1.2851 0.89 -8.78 6.38 -0.038
H -5.3551 -2.9674 2.1465 -0.45 -0.14 0.48 0.119
C 2.0550 0.1451 0.1626 6.01 0.42 0.45 -0.022
C -5.9698 3.7977 0.2516 0.09 -0.15 0.05 -0.024
H -0.6608 1.1326 1.4974 3.03 1.60 1.74 0.147
O -0.0061 2.5432 -1.9875 0.14 -1.60 1.39 0.306
O -2.0854 0.6887 -0.3485 0.18 -0.50 0.12 -0.262
O 0.0224 -2.5993 1.9321 0.14 4.17 -2.74 0.288
C -4.9375 -3.0547 1.1601 -0.33 -1.07 0.36 0.027
C -4.4575 -1.7790 0.7131 0.86 1.19 -0.49 -0.258
C -5.2731 4.4879 -0.7430 0.05 -0.32 0.08 -0.023
H -3.7270 4.3469 -2.2453 -0.23 -0.39 0.37 0.127
C -3.1532 -1.5245 0.3846 2.35 3.42 -1.02 0.066
H -6.7437 4.3139 0.8352 0.39 -0.34 -0.28 0.134
H -5.6625 -3.4481 0.4687 -0.51 -0.29 -0.15 0.120
H -6.8169 0.0886 1.6142 0.07 -0.04 -0.08 0.107
H 0.2435 1.1873 1.5663 -3.13 0.47 0.86 0.147
C 0.0566 1.6802 -1.2659 0.74 5.46 -4.31 -0.047
C -6.5936 -0.5268 0.7442 -0.84 0.29 0.25 0.051
C -5.6782 2.4502 0.5309 -0.48 0.16 0.43 -0.007
C -4.2767 3.8096 -1.4612 -0.18 0.11 0.12 -0.037
N -5.1765 -0.6622 0.5422 0.99 1.04 -0.62 0.011
O 3.1923 0.1809 0.2202 -3.63 -0.12 -0.20 0.280
H -3.2055 1.9822 -1.7714 -0.56 0.16 0.07 0.104
H -4.1114 -3.7582 1.2097 0.00 -0.04 0.00 0.110
O 0.3914 -1.9376 -2.5441 -0.29 1.84 2.44 0.310
Lu -0.2461 -0.0027 0.0064 -4.27 1.16 0.41 1.078
H -2.2585 -2.1623 0.4256 -0.95 -0.11 -0.09 0.090
H -7.0952 -0.1376 -0.1365 0.09 0.11 -0.11 0.130
C 0.2544 -1.2579 -1.6465 1.34 -4.65 -6.27 -0.012
```
Positions in Å, forces in eV/Å.

***

[3]
Density functional theory data (ωB97M-V/def2-TZVPD) for 8 unconnected molecules or ions with the total composition C41H73BBrF13O23P.

Output
Highest occupied orbital energy   -3.763 eV
Strongest force on any atom   0.89 eV Å⁻¹
Total charge   -1
Electronic energy   -206130.9154 eV
Gap between HOMO and LUMO   5.8 eV

Geometry as XYZ:
```
153
Properties=species:S:1:pos:R:3:forces:R:3:lowdin_charge:R:1
O 9.7838 2.4754 1.1374 -0.01 0.03 -0.01 0.120
C 4.0611 0.6859 -4.8000 0.10 -0.15 0.01 -0.612
C -8.0521 -1.8324 -6.5875 -0.06 -0.13 0.09 -0.069
H 8.1965 0.1113 3.5106 0.08 -0.06 -0.04 0.122
H -6.6163 -8.2664 4.3294 -0.01 0.02 0.01 0.077
H 12.1526 2.5257 0.2465 -0.04 0.02 0.00 0.093
H -4.9756 -7.6850 3.9919 -0.03 0.03 0.04 0.083
H 6.1956 -0.8943 -3.0044 0.01 0.02 -0.03 0.081
H 12.7303 1.0487 -0.5639 -0.03 -0.05 0.02 0.090
O 4.0851 0.9703 -6.1041 0.04 0.01 0.01 0.033
H -1.7134 7.0684 0.6243 -0.01 0.01 0.04 0.083
C -2.9411 12.1207 3.6757 -0.09 0.01 -0.15 -0.067
H -1.7927 -4.5324 -1.5781 0.17 0.05 -0.04 0.065
H -9.1314 -1.8713 -6.4320 0.00 0.06 -0.03 0.079
H -5.8910 9.4836 0.4105 0.05 -0.03 0.01 0.100
C -4.0832 -7.6330 -1.3093 0.10 0.08 -0.14 -0.034
C 8.3391 0.8509 2.7246 -0.25 0.05 0.22 -0.198
F 2.0959 1.3750 3.9022 -0.05 -0.29 -0.11 0.139
H -6.7047 -6.0615 3.2003 0.06 0.05 -0.05 0.122
C -6.4735 -6.9600 2.6314 -0.19 -0.02 0.18 -0.215
F 4.7166 -3.2883 6.8794 0.07 0.08 0.04 0.179
H -7.1994 -4.7066 -2.4046 0.07 0.00 -0.06 0.097
H 8.0054 -3.0899 -3.8632 0.01 0.03 0.04 0.092
C 10.1093 1.3232 1.2641 0.01 -0.05 0.03 -0.615
C -3.7599 11.1515 4.5003 0.21 0.05 0.17 -0.213
C -1.8075 -2.7954 -0.3747 -0.16 -0.28 -0.20 -0.745
C -7.4024 -0.9396 -5.5520 0.07 0.14 -0.22 -0.216
F 3.8699 0.2391 5.1985 -0.02 -0.09 -0.07 0.146
O -6.2587 9.9042 2.4132 0.02 0.04 0.01 0.008
F 2.5958 -1.5151 6.5523 0.11 -0.09 -0.12 0.160
C -4.9788 4.9931 -0.5044 -0.04 -0.04 0.05 -0.611
F 2.8851 1.2420 1.5347 -0.11 -0.34 0.12 0.075
O 7.4370 -3.1097 -1.9267 0.03 0.03 0.00 -0.014
H -7.1851 -3.8001 -0.8763 -0.06 0.09 -0.02 0.095
H -5.7772 -3.7274 -1.9514 0.00 0.02 -0.07 0.091
H 3.8981 3.5982 -6.5827 -0.03 0.01 -0.06 0.079
H 5.4212 0.6283 -2.5039 -0.06 0.01 0.01 0.102
H -7.3858 -7.2958 2.1376 0.05 -0.06 -0.06 0.121
H 0.2464 0.7711 -2.7378 0.04 -0.07 -0.11 0.085
O 6.7678 -3.0566 0.1237 0.06 0.05 -0.03 0.037
F 2.7734 -4.0388 7.4077 -0.13 -0.06 0.08 0.182
H -2.0194 12.3711 4.2013 0.00 0.00 0.02 0.079
O -7.4737 -2.6523 -2.5216 -0.04 -0.02 -0.01 0.009
C 2.1603 0.1165 1.8981 0.16 0.40 -0.15 -0.407
H -7.4403 8.9319 1.0909 -0.01 0.04 0.04 0.095
H -0.3506 -3.6117 -1.8238 0.02 0.41 0.15 0.089
H 5.0470 -3.9109 0.9139 0.04 -0.03 -0.10 0.131
H -6.0131 4.4414 -2.8987 0.05 -0.03 0.01 0.096
H 8.5361 1.8131 3.1971 0.05 0.03 -0.09 0.123
O -6.2551 4.9720 -0.9048 0.00 0.04 0.00 -0.003
H 6.8784 -5.6044 1.1998 -0.06 0.00 0.00 0.074
B 0.0316 -0.8517 -1.6194 0.21 0.02 -0.36 -0.714
C -5.0173 10.0364 2.8745 -0.16 -0.09 -0.02 -0.611
H 4.4337 -0.8292 -2.7491 -0.04 0.04 0.01 0.096
H -7.5776 4.0659 -2.1347 0.00 0.05 0.04 0.089
C 2.9713 3.1454 -6.2268 0.13 0.01 0.11 -0.067
C 3.5360 -3.6534 6.3864 -0.03 0.07 0.10 -0.562
H 8.0927 -4.6943 -3.0971 -0.05 -0.03 0.01 0.096
Br -1.3046 -4.0454 1.1076 0.00 0.08 0.00 0.576
O -5.5235 -6.5313 1.6481 0.00 0.04 -0.02 0.040
C 2.2349 0.0987 3.4628 0.05 0.20 0.03 -0.324
H -2.1083 -1.8358 -2.9519 -0.09 -0.07 0.01 0.039
O -0.1935 -0.0837 -2.7796 -0.13 0.04 0.04 0.051
F 3.7033 -4.6894 5.5706 0.08 -0.02 -0.13 0.190
O 1.2318 -1.5429 -1.5990 -0.18 -0.40 0.05 0.099
F 1.6289 -2.9836 5.2542 0.20 0.14 0.12 0.164
C 2.9301 1.6762 -6.5868 -0.22 0.09 -0.15 -0.212
C 11.8520 1.6029 -0.2453 0.10 0.00 -0.05 -0.047
C -2.6980 -0.7287 1.1968 -0.38 0.38 0.13 -0.310
H 6.5140 -4.0140 -3.5583 -0.01 -0.03 0.03 0.097
H -2.4844 6.4069 -0.8210 0.00 -0.10 0.05 0.076
H -3.9943 11.5786 5.4736 -0.10 -0.01 -0.02 0.121
C -2.1301 -2.9250 -2.9187 0.56 0.01 -0.07 -0.106
H -2.7108 1.3622 1.1581 -0.05 0.01 0.28 0.022
H -7.8563 -1.4469 -7.5886 0.00 0.02 0.00 0.077
H -3.1702 -1.6140 1.6370 0.25 0.04 0.08 0.041
H -5.9391 8.0604 1.4787 0.03 0.03 -0.01 0.083
O 3.1729 0.9451 -4.0340 -0.11 0.10 0.04 0.129
C 6.0440 -3.6137 1.2369 -0.21 -0.05 0.30 -0.200
H -7.6614 -2.8468 -6.5262 0.05 0.02 -0.01 0.073
H -6.1430 3.0773 -1.7636 0.05 0.01 0.00 0.100
H 2.9154 3.2841 -5.1485 -0.05 -0.03 0.00 0.075
F 3.1244 -2.6305 3.3214 0.07 -0.08 0.14 0.165
H -2.3735 -0.6527 -1.2223 -0.07 -0.15 0.07 0.012
F 2.8640 -0.9385 1.3975 -0.24 0.23 0.10 0.099
H 2.9588 1.5450 -7.6672 0.08 -0.05 0.01 0.120
C -3.1018 0.4651 1.6457 0.27 -0.55 -0.31 -0.117
O 6.1421 -4.7995 -1.1768 0.04 -0.03 0.00 0.128
F 4.5811 -0.2201 3.2032 -0.12 0.00 0.13 0.131
H -1.6042 -3.2851 -3.8111 -0.19 -0.01 0.01 0.072
H 7.7963 -4.4460 2.1674 -0.03 0.03 0.07 0.082
O -5.9511 -8.3820 0.4186 -0.02 -0.03 0.01 0.111
C -5.3570 -7.3495 0.6114 0.06 0.05 -0.01 -0.614
C -5.9046 -8.0305 3.5374 0.14 -0.05 -0.07 -0.067
H -3.1602 7.8431 -0.0412 0.06 0.04 0.08 0.073
H 6.9666 -0.0557 1.3379 -0.06 -0.03 0.07 0.080
H -3.4180 -7.0242 -1.9144 0.01 0.04 0.05 0.091
H -3.6924 6.5143 1.9909 -0.09 0.02 -0.03 0.114
O -6.2223 -3.0154 -4.3666 -0.03 -0.09 -0.04 0.123
O 5.1895 0.0467 -4.4879 -0.03 0.05 -0.04 0.005
C 7.1262 0.9074 1.8250 0.19 0.02 -0.29 -0.053
H 7.2477 1.6620 1.0485 0.04 0.03 0.04 0.080
C 2.8160 -2.4902 5.6503 -0.24 -0.10 -0.11 -0.336
H -3.8095 0.5685 2.4676 -0.02 0.12 -0.18 0.024
H 5.9371 -2.7881 1.9378 0.03 0.08 -0.09 0.109
P -1.3561 -0.8990 -0.1807 0.10 0.36 0.44 0.538
H -4.9691 -7.8998 -1.8820 -0.02 -0.04 0.04 0.093
H 6.2450 1.1594 2.4070 -0.04 0.01 0.03 0.067
C -7.0609 -2.4014 -3.7611 0.08 0.09 0.09 -0.611
H -2.6805 11.6886 2.7109 0.02 -0.04 0.03 0.075
O -5.0388 10.8836 3.9037 -0.03 0.02 -0.02 0.036
C -6.8620 -3.7948 -1.9128 0.07 -0.12 0.16 -0.029
O -4.4274 -6.8265 -0.1812 -0.06 -0.03 0.00 0.005
O -4.8717 5.8733 0.4917 -0.05 0.03 0.00 0.017
H -6.3193 -0.9140 -5.6684 0.01 -0.09 0.04 0.125
H 6.2598 -5.0911 2.7753 -0.01 0.03 0.01 0.078
C 6.7908 -4.7602 1.8825 0.15 -0.04 -0.14 -0.058
H -3.1036 5.0465 1.2054 -0.06 -0.04 -0.12 0.126
C 0.0312 -1.1378 1.1802 0.30 0.55 0.19 -0.333
C -3.5438 6.0273 1.0287 0.27 0.03 0.22 -0.204
C 5.3055 -0.2785 -3.0948 0.11 -0.11 0.09 -0.018
C -1.4264 -3.4990 -1.6747 -0.56 -0.69 -0.04 -0.378
H -1.1792 0.5762 -0.0916 -0.05 0.03 -0.12 -0.001
H 2.1290 3.6648 -6.6845 -0.01 -0.01 -0.02 0.079
O -7.7313 -1.3385 -4.2142 -0.06 -0.02 0.02 0.033
C 7.5088 -3.7790 -3.1859 0.03 0.02 -0.13 -0.047
H 2.0270 1.1975 -6.2090 0.04 0.00 0.09 0.125
H -3.5642 -8.5337 -0.9850 -0.06 -0.03 0.01 0.098
H -5.6937 -8.9417 2.9796 -0.05 0.00 -0.02 0.073
C -6.3758 9.0356 1.2765 -0.08 -0.09 -0.05 -0.022
C -6.5004 4.0782 -1.9949 -0.11 -0.08 -0.05 -0.041
C 0.7525 0.2063 1.3600 -0.32 -0.29 0.27 -0.162
H -3.1643 -3.2731 -2.9710 -0.01 0.16 0.02 0.059
H 0.7626 -1.8863 0.8750 -0.23 -0.17 -0.01 0.054
C 3.5697 -0.4412 4.0710 0.06 0.06 0.01 -0.324
C -2.6721 6.8840 0.1399 -0.11 0.09 -0.20 -0.062
H 11.2286 1.8337 -1.1080 -0.02 0.05 0.03 0.098
H 0.8042 0.7852 0.4302 0.13 -0.14 -0.05 0.105
H -3.5039 13.0383 3.4991 0.02 0.02 0.06 0.080
H 0.1627 0.8097 2.0616 0.16 0.13 -0.15 0.128
F 4.9064 -2.2994 4.5142 -0.02 0.00 0.21 0.136
O -4.0933 4.3271 -0.9641 0.05 0.04 -0.06 0.138
O 9.5205 0.4111 2.0264 0.03 -0.03 -0.02 0.041
H -0.4099 -1.3950 2.1462 0.05 -0.30 -0.18 0.050
H 1.5633 -1.6563 -2.5015 0.13 0.40 0.10 0.092
O -4.0470 9.4738 2.4382 0.14 -0.02 -0.01 0.118
F 1.2180 -0.6177 3.9996 0.24 0.02 -0.08 0.148
H -7.7771 0.0791 -5.6362 -0.03 0.00 0.09 0.120
H -2.9011 -2.8335 -0.3098 0.10 0.13 0.03 0.035
O 11.1537 0.7468 0.6585 0.00 -0.01 -0.01 0.001
C 6.7238 -3.7612 -1.0005 -0.08 0.04 0.04 -0.612
H -3.2288 10.2134 4.6594 -0.02 -0.03 -0.09 0.123
C 3.5978 -1.9693 4.3891 -0.14 -0.07 -0.37 -0.323
```
Positions in Å, forces in eV/Å.